Entry 1:
This record from the Open Molecules 2025 dataset describes a 6-piece molecular cluster, C36H28O12 overall in a non-equilibrium geometry. The level of theory is ωB97M-V/def2-TZVPD.

Last column: Löwdin charge in e.
Element x y z (Å)
O -4.49 -0.96 -5.62  0.103
C -3.92 -0.78 -4.57  -0.395
C -4.65 -0.01 -3.52  0.037
C -4.01 0.36 -2.38  0.022
C -2.64 -0.09 -2.11  -0.410
O -1.94 0.47 -1.30  0.099
C -1.99 -1.00 -3.01  0.027
C -2.54 -1.22 -4.23  0.026
H -5.72 0.28 -3.76  0.142
H -4.55 0.95 -1.65  0.110
H -0.98 -1.24 -2.79  0.117
H -2.02 -1.73 -4.98  0.103
O -4.42 -0.56 0.47  0.104
C -4.55 0.21 1.39  -0.411
C -3.43 0.62 2.21  -0.008
C -3.59 1.29 3.32  0.035
C -4.91 1.96 3.68  -0.372
O -5.02 2.91 4.40  0.118
C -6.08 1.54 2.83  0.038
C -5.89 0.68 1.77  0.030
H -2.47 0.26 1.94  0.100
H -2.64 1.48 3.95  0.144
H -7.08 1.89 3.07  0.117
H -6.76 0.37 1.16  0.123
O 5.44 -2.51 2.98  0.111
C 4.74 -3.34 2.49  -0.421
C 3.75 -4.02 3.37  0.011
C 2.99 -5.01 2.93  0.014
C 3.03 -5.40 1.51  -0.408
O 2.40 -6.30 1.02  0.116
C 3.94 -4.69 0.60  0.019
C 4.69 -3.67 1.04  0.032
H 3.78 -3.55 4.37  0.134
H 2.29 -5.59 3.59  0.142
H 3.97 -5.02 -0.39  0.104
H 5.39 -3.10 0.39  0.139
O 2.17 3.95 -0.53  0.102
C 1.72 3.49 0.48  -0.395
C 2.58 3.01 1.62  0.048
C 2.07 2.44 2.77  0.019
C 0.61 2.58 3.07  -0.362
O 0.17 2.30 4.19  0.071
C -0.28 3.09 1.96  0.044
C 0.24 3.37 0.71  0.042
H 3.62 2.80 1.34  0.125
H 2.53 1.92 3.57  0.100
H -1.30 3.11 2.20  0.085
H -0.46 3.43 -0.16  0.126
O -1.67 2.49 -4.72  0.037
C -0.58 1.73 -4.30  -0.301
C -0.17 0.55 -4.96  -0.046
C 1.00 -0.03 -4.51  -0.019
C 1.74 0.54 -3.42  -0.300
O 2.89 -0.02 -2.93  0.028
C 1.31 1.71 -2.85  -0.012
C 0.14 2.28 -3.26  0.003
H -2.02 2.10 -5.54  0.103
H -0.72 0.07 -5.79  0.126
H 1.36 -0.97 -4.92  0.117
H 3.22 -0.74 -3.44  0.104
H 1.88 2.02 -2.02  0.092
H -0.31 3.07 -2.74  0.110
O 0.00 -0.75 3.23  0.030
C 1.02 -0.63 2.33  -0.335
C 2.37 -0.64 2.69  -0.050
C 3.34 -0.37 1.81  -0.068
C 2.96 -0.22 0.53  -0.340
O 4.05 0.09 -0.24  0.042
C 1.66 -0.27 0.09  0.012
C 0.62 -0.51 0.99  0.028
H 0.42 -0.98 4.08  0.111
H 2.49 -0.63 3.84  0.160
H 4.37 -0.35 2.01  0.118
H 3.87 -0.07 -1.17  0.068
H 1.44 -0.03 -0.93  0.087
H -0.43 -0.44 0.76  0.100

lowest unoccupied orbital energy = -1.6 eV
gap between HOMO and LUMO = 6.58 eV
E_tot = -2291.29428 Ha
SMILES = O=C1C=CC(=O)C=C1.O=C1C=CC(=O)C=C1.O=C1C=CC(=O)C=C1.O=C1C=CC(=O)C=C1.Oc1ccc(O)cc1.Oc1ccc(O)cc1
HOMO = -8.171 eV
total charge = 0
maximum force = 0.100 hartree/bohr
multiplicity = 1



Entry 2:
This record from the Open Molecules 2025 dataset describes C8H17EuP2 as an isolated structure in a non-equilibrium geometry. The level of theory is ωB97M-V/def2-TZVPD.

Last column: Löwdin charge in e.
Element x y z (Å)
C 0.30 0.69 -3.26  -0.270
C -0.96 0.00 -3.19  -0.250
C -0.74 -1.23 -2.52  -0.262
C 0.65 -1.30 -2.18  -0.295
C 1.30 -0.13 -2.68  -0.254
Eu -0.28 0.56 -0.57  0.786
P -0.77 3.27 -0.54  0.508
H 0.47 1.63 -3.76  0.065
H -1.90 0.38 -3.56  0.059
H -1.51 -1.91 -2.17  0.067
H 2.36 0.12 -2.56  0.076
H 1.14 -2.06 -1.59  0.058
H -1.74 3.40 0.50  -0.156
H -1.30 3.95 -1.64  -0.174
H 0.35 4.01 -0.07  -0.187
C 0.67 -1.25 3.51  -0.441
P 0.80 -0.64 1.83  0.573
C 0.36 -2.31 1.00  -0.407
C -0.46 0.97 2.29  -0.424
H 1.26 -2.16 3.49  0.011
H -0.40 -1.45 3.79  0.039
H 1.10 -0.45 4.10  0.011
H 0.13 -3.05 1.76  -0.005
H -0.32 -2.40 0.14  -0.013
H 1.36 -2.58 0.60  0.004
H -0.78 0.83 3.32  -0.014
H 0.25 1.82 2.28  -0.019
H -1.34 1.27 1.68  -0.084

<S²> = 15.802
lowest unoccupied orbital energy (alpha / beta) = 3.5 / 3.1 eV
gap between HOMO and LUMO (alpha / beta) = 3.62 / 4.96 eV
E_tot = -1707.76650 Ha
HOMO (alpha / beta) = -0.075 / -1.822 eV
total charge = -1
maximum force = 0.049 hartree/bohr
multiplicity = 8



Entry 3:
This record from the Open Molecules 2025 dataset describes a 9-piece molecular cluster, C32H64Br4O14S7 overall in a non-equilibrium geometry. The level of theory is ωB97M-V/def2-TZVPD.

Last column: Löwdin charge in e.
Element x y z (Å)
O 5.99 5.12 0.52  -0.349
S 6.27 4.10 -0.48  0.683
O 6.55 4.43 -1.85  -0.314
C 7.64 3.04 0.13  -0.212
C 7.33 1.63 -0.46  -0.205
C 5.78 1.44 -0.24  -0.192
C 4.96 2.77 -0.33  -0.227
H 7.36 2.94 1.18  0.092
H 8.54 3.64 -0.05  0.103
H 7.73 1.60 -1.47  0.100
H 7.89 0.80 -0.02  0.100
H 5.75 1.18 0.82  0.099
H 5.30 0.67 -0.84  0.089
H 4.36 2.87 0.57  0.033
H 4.18 2.88 -1.09  0.068
O 2.93 0.90 -2.40  -0.382
S 2.41 1.48 -3.66  0.718
O 2.85 2.89 -3.93  -0.352
C 2.76 0.49 -5.14  -0.208
C 1.40 0.02 -5.64  -0.220
C 0.44 1.13 -5.32  -0.202
C 0.63 1.39 -3.80  -0.198
H 3.24 -0.37 -4.68  0.067
H 3.45 1.11 -5.71  0.112
H 1.50 -0.46 -6.62  0.125
H 1.05 -0.79 -5.02  0.092
H -0.60 1.05 -5.66  0.110
H 0.69 2.04 -5.87  0.118
H 0.53 0.54 -3.12  0.067
H 0.32 2.32 -3.32  0.114
O -4.70 4.58 2.63  -0.342
S -4.43 5.10 1.29  0.733
O -4.26 6.53 1.02  -0.348
C -3.02 4.08 0.45  -0.151
C -3.78 2.93 -0.33  -0.221
C -4.96 3.61 -0.97  -0.247
C -5.64 4.39 0.17  -0.229
H -2.30 3.72 1.18  0.085
H -2.49 4.79 -0.19  0.089
H -3.26 2.21 -0.97  0.095
H -4.23 2.31 0.45  0.077
H -5.62 2.82 -1.35  0.063
H -4.77 4.17 -1.88  0.112
H -6.35 3.84 0.79  0.074
H -6.27 5.19 -0.22  0.105
O 1.67 -0.97 3.31  -0.397
S 1.67 0.18 4.25  0.757
O 0.78 1.40 4.08  -0.409
C 1.53 -0.52 5.98  -0.238
C 2.79 -0.39 6.70  -0.295
C 3.59 0.71 6.14  -0.222
C 3.49 0.75 4.58  -0.149
H 1.02 -1.48 5.94  0.111
H 0.90 0.14 6.58  0.107
H 2.68 -0.45 7.78  0.135
H 3.33 -1.31 6.47  0.121
H 4.59 0.55 6.52  0.119
H 3.21 1.64 6.54  0.121
H 4.00 -0.06 4.05  0.085
H 3.69 1.65 3.99  0.090
O 1.74 -4.00 -1.85  -0.332
S 2.35 -2.89 -2.54  0.706
O 1.76 -1.60 -2.89  -0.343
C 3.82 -2.56 -1.49  -0.188
C 5.09 -2.66 -2.42  -0.169
C 4.70 -3.86 -3.32  -0.220
C 3.35 -3.52 -3.93  -0.217
H 3.66 -3.20 -0.62  0.100
H 3.69 -1.53 -1.13  0.077
H 5.33 -1.72 -2.91  0.114
H 6.00 -2.97 -1.91  0.109
H 4.49 -4.79 -2.78  0.119
H 5.48 -3.96 -4.07  0.118
H 2.81 -4.26 -4.54  0.112
H 3.52 -2.60 -4.47  0.081
O -2.10 -4.25 3.37  -0.323
S -2.42 -4.12 1.96  0.687
O -3.58 -3.36 1.50  -0.385
C -0.93 -3.63 0.98  -0.289
C -0.01 -4.86 1.03  -0.245
C -0.84 -6.04 0.67  -0.193
C -2.34 -5.80 1.15  -0.174
H -0.51 -2.68 1.34  0.067
H -1.18 -3.40 -0.05  0.042
H 0.69 -4.83 0.20  0.088
H 0.52 -4.76 1.98  0.123
H -0.46 -6.81 1.34  0.108
H -0.75 -6.43 -0.35  0.117
H -2.74 -6.43 1.95  0.088
H -3.03 -5.77 0.30  0.089
O -8.72 0.25 2.80  -0.323
S -7.49 0.86 2.37  0.662
O -7.62 2.21 1.92  -0.312
C -6.31 0.96 3.74  -0.231
C -4.97 1.08 3.06  -0.201
C -4.99 0.05 1.88  -0.215
C -6.41 -0.18 1.30  -0.180
H -6.38 0.08 4.38  0.107
H -6.54 1.79 4.41  0.113
H -4.97 2.05 2.56  0.073
H -4.13 0.95 3.75  0.124
H -4.73 -0.93 2.28  0.096
H -4.25 0.36 1.14  0.037
H -6.77 -1.18 1.54  0.095
H -6.62 -0.04 0.24  0.095
Br 1.88 1.58 0.80  0.710
C 0.59 0.23 0.09  -0.581
C -0.92 0.42 0.59  -0.552
Br -2.11 -0.94 -0.22  0.805
H 0.94 -0.75 0.43  0.034
H 0.69 0.22 -1.00  0.010
H -1.20 1.36 0.11  0.022
H -1.07 0.59 1.65  0.065
Br -3.08 -1.58 -4.76  0.614
C -4.19 -1.31 -3.18  -0.733
C -5.49 -0.63 -3.53  -0.576
Br -5.15 1.37 -3.88  0.576
H -3.76 -0.58 -2.51  -0.031
H -4.25 -2.22 -2.57  0.065
H -6.31 -0.85 -2.84  0.068
H -5.86 -0.94 -4.51  0.032

lowest unoccupied orbital energy = 0.0 eV
gap between HOMO and LUMO = 9.79 eV
E_tot = -15394.16168 Ha
SMILES = O=S1(=O)CCCC1.O=S1(=O)CCCC1.O=S1(=O)CCCC1.O=S1(=O)CCCC1.O=S1(=O)CCCC1.O=S1(=O)CCCC1.O=S1(=O)CCCC1.BrCCBr.BrCCBr
HOMO = -9.836 eV
total charge = 0
maximum force = 0.081 hartree/bohr
multiplicity = 1



Entry 4:
This record from the Open Molecules 2025 dataset describes a 10-piece molecular cluster, C18H55NO19S4 overall in a non-equilibrium geometry. The level of theory is ωB97M-V/def2-TZVPD.

Last column: Löwdin charge in e.
Element x y z (Å)
C 1.37 -4.97 0.53  0.064
O 2.13 -5.16 -0.63  0.278
H 0.60 -4.24 0.28  0.150
H 0.74 -5.84 0.72  0.158
H 1.85 -4.66 1.46  0.141
H 1.55 -5.58 -1.27  0.152
C 0.46 1.42 -5.00  -0.156
O 0.53 0.51 -3.93  -0.134
H 1.10 1.17 -5.84  0.082
H -0.55 1.35 -5.41  0.082
H 0.67 2.47 -4.78  0.077
H -0.02 0.90 -3.25  0.023
C 1.50 4.86 -0.15  -0.190
O 2.27 4.60 -1.26  -0.100
H 1.86 4.18 0.63  0.051
H 1.73 5.89 0.13  0.092
H 0.45 4.63 -0.27  0.065
H 3.07 4.11 -1.05  0.080
C -1.66 3.18 -2.42  -0.122
O -1.86 1.76 -2.28  -0.118
H -2.64 3.66 -2.45  0.082
H -1.15 3.61 -1.56  0.056
H -1.26 3.69 -3.30  0.083
H -2.55 1.69 -1.62  0.035
C -5.22 1.21 0.48  -0.151
O -3.95 1.09 -0.09  -0.139
H -5.44 2.27 0.55  0.086
H -6.03 0.77 -0.11  0.091
H -5.17 0.81 1.50  0.083
H -3.34 1.62 0.42  0.070
O -5.04 -4.96 -0.47  -0.258
S -4.01 -4.00 -0.22  0.663
O -2.95 -4.32 0.76  -0.327
O -3.38 -3.65 -1.69  -0.277
C -2.25 -2.78 -1.77  -0.276
C -1.85 -2.57 -3.23  -0.034
C -4.76 -2.32 0.11  -0.084
H -1.42 -3.27 -1.24  0.082
H -2.56 -1.93 -1.16  0.101
H -1.39 -3.42 -3.73  0.074
H -1.10 -1.79 -3.36  0.062
H -2.67 -2.27 -3.88  0.086
H -5.74 -2.55 0.51  0.072
H -4.84 -1.87 -0.88  0.072
H -4.18 -1.72 0.81  0.043
O 2.47 -1.02 0.23  -0.308
S 1.12 -0.44 0.06  0.740
O 0.14 -1.08 -0.87  -0.321
O 0.44 -0.22 1.60  -0.268
C -0.91 -0.48 1.82  -0.277
C -1.29 -1.95 1.79  -0.072
C 1.22 1.35 -0.41  -0.073
H -1.45 0.04 1.02  0.106
H -1.25 -0.06 2.77  0.125
H -2.35 -2.11 2.03  0.071
H -0.74 -2.56 2.50  0.087
H -1.05 -2.39 0.82  0.029
H 0.26 1.72 -0.06  0.051
H 1.27 1.50 -1.49  0.063
H 2.07 1.85 0.05  0.051
O -1.06 3.42 1.67  -0.318
S -0.30 3.28 2.93  0.699
O -0.79 2.67 4.15  -0.297
O 1.10 2.43 2.47  -0.322
C 2.10 2.08 3.49  -0.238
C 3.38 1.73 2.77  -0.054
C 0.40 4.94 3.34  -0.083
H 1.75 1.31 4.17  0.117
H 2.35 2.92 4.14  0.113
H 4.33 1.81 3.30  0.091
H 3.44 2.39 1.90  0.069
H 3.36 0.72 2.36  0.069
H 1.21 5.21 2.66  0.057
H 0.72 4.92 4.38  0.070
H -0.38 5.69 3.22  0.076
O 6.03 -2.02 -2.46  -0.293
S 4.85 -1.53 -3.17  0.710
O 4.73 -1.57 -4.64  -0.295
O 3.62 -2.42 -2.52  -0.276
C 2.42 -2.39 -3.17  -0.318
C 2.13 -3.69 -3.99  -0.032
C 4.34 0.16 -2.56  -0.080
H 2.38 -1.55 -3.87  0.104
H 1.72 -2.27 -2.35  0.091
H 1.26 -3.49 -4.63  0.076
H 1.87 -4.60 -3.45  0.044
H 2.96 -3.96 -4.64  0.084
H 4.27 -0.02 -1.48  0.045
H 3.46 0.56 -3.07  0.062
H 5.20 0.82 -2.57  0.069
C -1.02 0.25 6.44  0.013
N -0.58 -0.11 7.76  -0.459
O -0.35 0.70 8.60  0.101
O -0.34 -1.33 7.91  0.032
H -0.69 1.28 6.33  0.085
H -2.10 0.32 6.48  0.114
H -0.65 -0.44 5.68  0.101

<S²> = 0.754
lowest unoccupied orbital energy (alpha / beta) = -3.6 / -10.0 eV
gap between HOMO and LUMO (alpha / beta) = 8.90 / 2.49 eV
E_tot = -3795.17554 Ha
HOMO (alpha / beta) = -12.488 / -12.488 eV
total charge = +1
maximum force = 0.091 hartree/bohr
multiplicity = 2



The lowest total charge belongs to which entry?
C8H17EuP2



Copy entry 1 word for word.
This record from the Open Molecules 2025 dataset describes a 6-piece molecular cluster, C36H28O12 overall in a non-equilibrium geometry. The level of theory is ωB97M-V/def2-TZVPD.

Last column: Löwdin charge in e.
Element x y z (Å)
O -4.49 -0.96 -5.62  0.103
C -3.92 -0.78 -4.57  -0.395
C -4.65 -0.01 -3.52  0.037
C -4.01 0.36 -2.38  0.022
C -2.64 -0.09 -2.11  -0.410
O -1.94 0.47 -1.30  0.099
C -1.99 -1.00 -3.01  0.027
C -2.54 -1.22 -4.23  0.026
H -5.72 0.28 -3.76  0.142
H -4.55 0.95 -1.65  0.110
H -0.98 -1.24 -2.79  0.117
H -2.02 -1.73 -4.98  0.103
O -4.42 -0.56 0.47  0.104
C -4.55 0.21 1.39  -0.411
C -3.43 0.62 2.21  -0.008
C -3.59 1.29 3.32  0.035
C -4.91 1.96 3.68  -0.372
O -5.02 2.91 4.40  0.118
C -6.08 1.54 2.83  0.038
C -5.89 0.68 1.77  0.030
H -2.47 0.26 1.94  0.100
H -2.64 1.48 3.95  0.144
H -7.08 1.89 3.07  0.117
H -6.76 0.37 1.16  0.123
O 5.44 -2.51 2.98  0.111
C 4.74 -3.34 2.49  -0.421
C 3.75 -4.02 3.37  0.011
C 2.99 -5.01 2.93  0.014
C 3.03 -5.40 1.51  -0.408
O 2.40 -6.30 1.02  0.116
C 3.94 -4.69 0.60  0.019
C 4.69 -3.67 1.04  0.032
H 3.78 -3.55 4.37  0.134
H 2.29 -5.59 3.59  0.142
H 3.97 -5.02 -0.39  0.104
H 5.39 -3.10 0.39  0.139
O 2.17 3.95 -0.53  0.102
C 1.72 3.49 0.48  -0.395
C 2.58 3.01 1.62  0.048
C 2.07 2.44 2.77  0.019
C 0.61 2.58 3.07  -0.362
O 0.17 2.30 4.19  0.071
C -0.28 3.09 1.96  0.044
C 0.24 3.37 0.71  0.042
H 3.62 2.80 1.34  0.125
H 2.53 1.92 3.57  0.100
H -1.30 3.11 2.20  0.085
H -0.46 3.43 -0.16  0.126
O -1.67 2.49 -4.72  0.037
C -0.58 1.73 -4.30  -0.301
C -0.17 0.55 -4.96  -0.046
C 1.00 -0.03 -4.51  -0.019
C 1.74 0.54 -3.42  -0.300
O 2.89 -0.02 -2.93  0.028
C 1.31 1.71 -2.85  -0.012
C 0.14 2.28 -3.26  0.003
H -2.02 2.10 -5.54  0.103
H -0.72 0.07 -5.79  0.126
H 1.36 -0.97 -4.92  0.117
H 3.22 -0.74 -3.44  0.104
H 1.88 2.02 -2.02  0.092
H -0.31 3.07 -2.74  0.110
O 0.00 -0.75 3.23  0.030
C 1.02 -0.63 2.33  -0.335
C 2.37 -0.64 2.69  -0.050
C 3.34 -0.37 1.81  -0.068
C 2.96 -0.22 0.53  -0.340
O 4.05 0.09 -0.24  0.042
C 1.66 -0.27 0.09  0.012
C 0.62 -0.51 0.99  0.028
H 0.42 -0.98 4.08  0.111
H 2.49 -0.63 3.84  0.160
H 4.37 -0.35 2.01  0.118
H 3.87 -0.07 -1.17  0.068
H 1.44 -0.03 -0.93  0.087
H -0.43 -0.44 0.76  0.100

lowest unoccupied orbital energy = -1.6 eV
gap between HOMO and LUMO = 6.58 eV
E_tot = -2291.29428 Ha
SMILES = O=C1C=CC(=O)C=C1.O=C1C=CC(=O)C=C1.O=C1C=CC(=O)C=C1.O=C1C=CC(=O)C=C1.Oc1ccc(O)cc1.Oc1ccc(O)cc1
HOMO = -8.171 eV
total charge = 0
maximum force = 0.100 hartree/bohr
multiplicity = 1